1.
The following is a DFT calculation (ωB97M-V with the def2-TZVPD basis set) of 2 unconnected molecules or ions with the total composition C5H12NS.

Last column: Löwdin charge in e.
CARTESIAN COORDINATES (ANGSTROEM)
C -1.8836 0.3706 0.9232  -0.12
C -1.3466 -0.8949 0.3198  -0.19
C -2.0979 -1.7037 -0.4202  -0.24
N -1.6902 -2.9450 -0.9738  0.01
H -2.9706 0.4211 0.8700  0.06
H -1.5824 0.4557 1.9691  0.07
H -1.4530 1.2393 0.4195  0.07
H -0.3085 -1.1251 0.5214  0.09
H -3.1518 -1.4795 -0.5443  0.10
H -2.1840 -3.1203 -1.8404  0.06
H -0.6983 -2.9347 -1.1829  0.07
C 2.1521 0.7161 0.1024  -0.26
C 2.5297 2.1898 -0.1308  -0.90
S 4.1860 2.5987 0.4417  0.03
H 2.3469 0.4376 1.1385  0.04
H 2.8360 0.1000 -0.4947  0.04
H 1.1387 0.5077 -0.2559  0.03
H 1.7466 2.7962 0.3467  0.02
H 2.4308 2.3703 -1.2096  0.02

Properties
E (eV): -17704.9960
LUMO level (eV): 2.9910
Total charge: -1
Spin multiplicity: 1
HOMO-LUMO gap (eV): 5.14

***

2.
The following is a DFT calculation (ωB97M-V with the def2-TZVPD basis set) of a molecular structure, C37H39N4O6PRuSe2.

Last column: Löwdin charge in e.
CARTESIAN COORDINATES (ANGSTROEM)
Ru -0.4522 -0.0492 -0.4249  1.28
O 0.1361 2.0404 -1.1854  -0.19
C -0.4394 3.1299 -1.0860  -0.16
C -1.6118 3.4271 -0.3246  -0.12
C -2.0817 4.7507 -0.3786  0.06
C -3.1817 5.1135 0.3421  -0.14
C -3.8497 4.1899 1.1613  0.03
C -3.4104 2.8984 1.2281  0.01
C -2.2847 2.4552 0.4780  -0.35
O -1.9428 1.2192 0.5413  -0.18
N -3.6690 6.4930 0.2656  -0.36
O -3.0750 7.2589 -0.4673  0.08
O -4.6454 6.7768 0.9291  0.09
H -0.0053 3.9744 -1.6410  0.15
H -1.5760 5.4868 -0.9903  0.13
H -4.7103 4.5205 1.7256  0.13
H -3.9182 2.1691 1.8458  0.12
Se 2.2182 0.0914 -0.6443  0.42
P 2.4468 -2.0208 -0.1234  0.22
Se 0.4498 -2.7911 0.1519  0.47
C 3.3654 -2.8793 -1.4219  -0.40
C 2.9050 -4.0813 -1.9457  -0.10
C 3.6506 -4.7405 -2.9139  -0.07
C 4.8485 -4.2009 -3.3552  -0.07
C 5.3088 -2.9979 -2.8317  -0.07
C 4.5704 -2.3363 -1.8666  -0.10
C 3.4224 -2.1795 1.3902  -0.41
C 4.3771 -1.2216 1.7221  -0.11
C 5.1484 -1.3848 2.8629  -0.07
C 4.9659 -2.4977 3.6715  -0.06
C 4.0109 -3.4509 3.3437  -0.07
C 3.2373 -3.2944 2.2048  -0.10
H 1.9668 -4.4975 -1.6003  0.07
H 3.2932 -5.6772 -3.3202  0.11
H 5.4281 -4.7165 -4.1094  0.11
H 6.2436 -2.5772 -3.1771  0.11
H 4.9287 -1.3958 -1.4638  0.10
H 4.5082 -0.3431 1.1024  0.07
H 5.8883 -0.6395 3.1226  0.11
H 5.5660 -2.6203 4.5634  0.11
H 3.8652 -4.3153 3.9775  0.11
H 2.4820 -4.0301 1.9557  0.08
C -2.3343 -1.3724 4.5409  -0.04
C -1.0492 -0.7213 4.0426  -0.63
C 0.1598 -1.5341 4.4974  -0.04
C -0.9587 0.7170 4.5585  -0.04
N -1.1359 -0.7908 2.5679  -0.06
N -0.0643 -0.1586 1.8819  -0.11
H -2.3527 -1.3929 5.6304  0.09
H -2.4114 -2.3938 4.1685  0.09
H -3.2107 -0.8139 4.2022  0.08
H 0.1633 -1.6254 5.5839  0.09
H 1.1042 -1.0612 4.2144  0.07
H 0.1270 -2.5334 4.0608  0.09
H -0.9837 0.7292 5.6485  0.09
H -1.7994 1.3150 4.1972  0.08
H -0.0282 1.2071 4.2617  0.07
H -1.9771 -0.3220 2.2460  0.09
H 0.7810 -0.6942 2.0496  0.03
H 0.0907 0.8000 2.2011  0.09
C -3.8226 1.3554 -2.0090  -0.03
O -2.4630 1.1061 -2.3614  -0.14
C -1.9959 1.6297 -3.5274  -0.23
C -2.6303 2.6508 -4.2239  0.00
C -2.0477 3.1888 -5.3615  -0.06
C -0.8275 2.7127 -5.8156  -0.07
C -0.2050 1.6788 -5.1395  -0.01
C -0.7817 1.1184 -4.0055  -0.18
N -0.0841 0.0789 -3.3554  0.09
C -0.5648 -0.8751 -2.5150  -0.26
C -1.9073 -1.4185 -2.7093  -0.13
C -2.4974 -1.5891 -3.9575  0.00
C -3.7171 -2.2294 -4.0423  -0.02
C -4.3857 -2.6956 -2.8820  -0.04
C -3.8520 -2.5111 -1.6434  0.03
C -2.6155 -1.8049 -1.5202  -0.36
O -2.1593 -1.4454 -0.3914  -0.14
H -4.0050 0.7737 -1.1091  0.10
H -4.4869 1.0315 -2.8128  0.11
H -3.9862 2.4122 -1.7907  0.10
H -3.5726 3.0426 -3.8697  0.12
H -2.5516 3.9883 -5.8870  0.11
H -0.3668 3.1343 -6.6977  0.11
H 0.7382 1.2814 -5.4957  0.12
H 0.9240 0.1513 -3.3941  0.12
H 0.1792 -1.6283 -2.2508  0.06
H -1.9825 -1.2657 -4.8525  0.13
H -4.1602 -2.4093 -5.0125  0.12
H -5.3358 -3.2010 -2.9928  0.12
H -4.3473 -2.8370 -0.7390  0.13

Properties
E (eV): -199801.4282
LUMO level (spin up / spin down) (eV): -3.5421 / -5.2350
Total charge: +1
Spin multiplicity: 6
HOMO-LUMO gap (spin up / spin down) (eV): 6.94 / 5.38

***

3.
The following is a DFT calculation (ωB97M-V with the def2-TZVPD basis set) of 4 unconnected molecules or ions with the total composition CH9O4.

Last column: Löwdin charge in e.
CARTESIAN COORDINATES (ANGSTROEM)
C 1.1559 -1.2078 -0.4053  -0.27
O 1.3672 0.1479 -0.0277  -0.38
H 1.1779 -1.1369 -1.5699  0.08
H 1.9164 -1.8682 0.0075  0.04
H 0.1107 -1.7466 -0.2308  0.08
H -0.6419 1.8702 -0.7760  -0.01
H 0.8173 1.6434 -0.0943  0.05
O 0.1100 2.3896 -0.4202  -0.20
H -0.3634 0.0765 2.4879  0.02
H 0.3381 0.2258 0.7802  -0.06
O -0.4803 0.2386 1.5235  -0.24
H -2.4023 0.3042 -0.3174  0.00
H -1.1150 -0.5126 -0.1539  0.05
O -1.9906 -0.4240 -0.8035  -0.17

Properties
E (eV): -9372.4942
LUMO level (eV): 4.1394
Total charge: -1
Spin multiplicity: 1
HOMO-LUMO gap (eV): 8.47